Entry 1:
Density functional theory data (ωB97M-V with the def2-TZVPD basis set) for a 11-piece molecular cluster, C4H28N2O12 overall.

The geometry in XYZ format:
```
46
Properties=species:S:1:pos:R:3:nbo_charge:R:1
C -1.1074 -1.2690 1.5392 -0.6298
C 0.0918 -0.7120 0.7344 -0.1705
C 1.0219 -1.8956 0.4666 0.4521
O 1.8165 -2.2480 1.3128 -0.5731
N -0.2462 0.0006 -0.4966 -0.6624
C -1.3511 -0.0409 -1.2683 0.7942
N -1.3609 0.9547 -2.2205 -0.8496
O -2.2585 -0.8695 -1.2415 -0.7410
H -1.1019 -2.3564 1.5392 0.2222
H -1.1748 -0.8295 2.5298 0.2272
H -2.0444 -0.9715 1.0856 0.2345
H 0.6980 -0.0313 1.3210 0.2454
H 1.0894 -2.3170 -0.5467 0.1766
H 0.5373 0.6080 -0.7729 0.4490
H -0.6433 1.6652 -2.1812 0.4027
H -2.2445 1.3314 -2.4950 0.4025
O 0.2266 3.8842 -0.1276 -1.0014
H 1.0877 3.6345 0.2895 0.5023
H 0.4202 4.5251 -0.8207 0.4706
O 1.9109 1.4853 2.9960 -1.0164
H 1.8919 0.6742 3.5377 0.5193
H 0.9966 1.8341 3.0128 0.5078
O -4.9331 -0.2112 -0.2043 -0.9398
H -4.0675 0.0516 0.1234 0.4661
H -4.6916 -0.8717 -0.8610 0.4756
O -0.6007 2.2546 2.1450 -0.9686
H -0.6684 2.0677 1.1910 0.4947
H -1.1203 3.0621 2.2358 0.4898
O 1.4060 -1.1562 3.9089 -0.9813
H 1.3511 -1.7202 3.1000 0.5049
H 0.5947 -1.2930 4.4018 0.4722
O 2.5395 2.9467 0.8853 -1.0058
H 3.3919 3.3799 0.9806 0.4939
H 2.4934 2.2065 1.5486 0.5342
O 1.9224 1.4430 -1.3181 -0.9866
H 2.6246 1.0770 -1.8735 0.4974
H 2.3633 1.9925 -0.6348 0.5063
O 2.0380 -1.7240 -2.7374 -0.9827
H 2.4057 -2.4264 -3.2785 0.4701
H 1.1008 -1.7154 -2.9951 0.4914
O -0.4178 -2.1727 -3.9219 -0.9628
H -0.8159 -1.3523 -3.6112 0.4765
H -0.8057 -2.8565 -3.3534 0.5016
O -1.0813 -3.3207 -1.4061 -0.9927
H -1.5811 -4.1403 -1.2662 0.4774
H -1.7040 -2.5775 -1.2526 0.5057
```

Computed properties:
strongest force on any atom: 1.52 eV/A
relative energy (zero: lowest compared OMol25 entry of this formula, charge and spin): 88.2 kJ/mol
molar mass: 296.270 Da
total energy: -1181.6708 Eh
SMILES: C[C@@H](C=O)NC(N)=O.O.O.O.O.O.O.O.O.O.O
lowest unoccupied orbital energy: 0.0071 hartree

---

Entry 2:
Density functional theory data (ωB97M-V with the def2-TZVPD basis set) for a 11-piece molecular cluster, C4H28NO13 overall.

The geometry in XYZ format:
```
46
Properties=species:S:1:pos:R:3:nbo_charge:R:1
C -0.2821 0.1985 1.4908 -0.2476
C -0.9887 1.4138 0.9832 -0.4914
C -1.7358 1.1974 -0.3603 -0.0727
O -3.0448 0.7283 -0.2146 -0.7588
N 1.0433 -0.1692 0.8126 -0.7614
C 2.1373 0.5591 1.2553 0.8806
O 1.8910 1.6921 2.0916 -0.7417
O 3.2551 0.4201 0.8665 -0.6061
H -0.0939 0.3448 2.5132 0.1733
H -0.7820 -0.8102 1.2915 0.2249
H -1.7309 1.7050 1.8025 0.2208
H -0.2636 2.2919 0.8298 0.2566
H -1.2406 0.5510 -1.1309 0.1670
H -1.9003 2.1245 -0.9400 0.1762
H 0.9027 -0.1557 -0.2952 0.4728
H 1.1426 1.6426 2.6409 0.4787
H 1.5739 3.8917 -0.0853 0.4896
H 1.5854 4.0025 1.3404 0.4492
O 1.1939 4.5440 0.5607 -0.9865
H 0.1063 1.3202 -2.3025 0.4908
H 1.4962 -0.1660 -2.2649 0.4901
O 0.5811 -0.1976 -1.8724 -1.1713
H -1.1449 -3.2901 1.3583 0.4965
H -0.9376 -2.7776 0.0007 0.4965
O -1.6476 -3.1089 0.5960 -1.0161
H 0.0114 -1.5746 -1.7862 0.5107
H -0.9631 -2.8321 -2.1222 0.4857
O -0.1796 -2.6025 -1.6013 -1.0500
H -3.0913 -1.9836 0.7498 0.5029
H -4.4163 -2.0646 1.2167 0.4632
O -3.7164 -1.4840 1.3591 -0.9677
H -2.2153 -0.5009 -2.4266 0.4470
H -0.7275 -0.3723 -2.5137 0.4766
O -1.6178 -0.4163 -3.0837 -0.9961
H 0.9119 -3.2307 1.4269 0.4946
H 0.4873 -2.0392 2.2129 0.4669
O 0.4112 -3.0699 2.2708 -0.9955
H 2.2229 2.0323 -0.4787 0.4653
H 1.3010 2.3026 -1.6938 0.5068
O 1.8672 2.6377 -1.0110 -0.9480
H -0.9321 2.1320 -2.9516 0.4893
H -3.0051 -0.1160 0.3960 0.4867
O 0.0504 2.1474 -2.7775 -0.9948
H 1.2856 -3.4891 -0.7160 0.5089
H 1.9175 -2.3077 -0.0522 0.4914
O 1.7579 -3.2478 0.0754 -0.9537
```

Computed properties:
strongest force on any atom: 5.39 eV/A
relative energy (zero: lowest compared OMol25 entry of this formula, charge and spin): 453.3 kJ/mol
charge: -1
molar mass: 298.262 Da
total energy: -1202.1273 Eh
lowest unoccupied orbital energy: 0.1017 hartree